{
  "formula": "C30H39BrN3O4P2Rb",
  "method": "wB97M-V/def2-TZVPD",
  "gap_ev": 4.09,
  "e_above_lowest_kcal_mol": 0.93,
  "multiplicity": 1,
  "total_charge": -2,
  "symbols": ["Rb", "C", "C", "N", "N", "C", "O", "C", "C", "C", "C", "C", "C", "C", "C", "C", "C", "C", "N", "H", "H", "H", "H", "H", "H", "H", "H", "H", "H", "H", "H", "C", "P", "C", "C", "C", "P", "C", "C", "H", "H", "H", "H", "H", "H", "H", "H", "H", "H", "H", "H", "H", "H", "H", "H", "C", "C", "O", "C", "C", "C", "C", "C", "C", "H", "H", "H", "H", "H", "H", "H", "H", "C", "O", "C", "O", "H", "H", "H", "Br"],
  "positions_angstrom": [[-0.12543, -0.74198, -0.52584], [-0.21225, 3.35500, -4.14446], [0.11746, 2.15770, -3.29135], [-0.39306, 1.94610, -2.13208], [-1.30624, 2.84970, -1.68790], [-1.64695, 2.61823, -0.41322], [-1.19798, 1.77762, 0.38229], [-2.73958, 3.54364, 0.08493], [-3.52962, 4.29574, -0.78069], [-4.54943, 5.09698, -0.28680], [-4.78656, 5.16383, 1.08026], [-3.99930, 4.41940, 1.94895], [-2.98723, 3.61124, 1.45245], [1.06517, 1.15298, -3.81686], [1.55739, 1.26173, -5.12518], [2.43254, 0.30904, -5.61261], [2.80609, -0.74137, -4.79219], [2.26985, -0.77416, -3.51309], [1.43650, 0.13259, -3.02921], [-0.80039, 4.05042, -3.55273], [-0.79734, 3.06902, -5.02449], [0.69339, 3.85537, -4.49716], [-3.32689, 4.23269, -1.84105], [-5.16488, 5.66911, -0.97200], [-5.58403, 5.78889, 1.46603], [-4.17921, 4.46400, 3.01691], [-2.37060, 3.00414, 2.10310], [1.24386, 2.08079, -5.75561], [2.81111, 0.38516, -6.62550], [3.47957, -1.52072, -5.12231], [2.52530, -1.58568, -2.83902], [-2.90304, -3.33684, 3.44728], [-1.82936, -3.03343, 1.97588], [-0.72892, -4.49442, 2.10994], [-2.92255, -3.61728, 0.61950], [-4.02796, -2.64238, 0.20579], [-3.43596, -0.89763, -0.06662], [-4.15318, -0.06373, 1.40955], [-4.64374, -0.36683, -1.34036], [-3.28222, -4.36346, 3.47973], [-3.75406, -2.65300, 3.42829], [-2.33854, -3.14014, 4.36034], [-1.29511, -5.42920, 2.16724], [-0.10369, -4.39504, 2.99864], [-0.06402, -4.51673, 1.24651], [-3.34865, -4.59640, 0.87556], [-2.26550, -3.75794, -0.24612], [-4.85992, -2.64641, 0.92071], [-4.42120, -2.97648, -0.75798], [-5.21292, -0.29993, 1.55400], [-4.03373, 1.01558, 1.30351], [-3.59218, -0.36767, 2.29579], [-5.68096, -0.59183, -1.07238], [-4.38267, -0.87194, -2.27162], [-4.53820, 0.70956, -1.49179], [2.94857, 1.19229, 0.60755], [3.39979, 0.13170, 1.54434], [2.50520, -1.00959, 1.53254], [4.47187, 0.08469, 2.38669], [5.38655, 1.19582, 2.54286], [6.49262, 1.12119, 3.35287], [6.80657, -0.02446, 4.09837], [5.91925, -1.10047, 3.99353], [4.80230, -1.06916, 3.19096], [2.64072, 0.76014, -0.35653], [3.77165, 1.86983, 0.36898], [2.10550, 1.80407, 0.95664], [5.18477, 2.11966, 2.01411], [7.13648, 1.99552, 3.41755], [7.67867, -0.06544, 4.73889], [6.10658, -2.00487, 4.56863], [4.14445, -1.93018, 3.16876], [4.12595, -3.04133, -0.82271], [3.86122, -1.91228, 0.00117], [2.71534, -2.00057, 0.69800], [1.92373, -2.90944, 0.55274], [5.01598, -2.78507, -1.39201], [3.28605, -3.25242, -1.48424], [4.31042, -3.92378, -0.20845], [-1.66322, -2.83944, -2.77616]],
  "lowdin_charge": [0.52, -0.06, -0.30, 0.04, 0.02, -0.52, -0.13, -0.14, -0.04, -0.11, -0.12, -0.10, -0.05, -0.22, -0.03, -0.09, -0.08, -0.13, 0.08, 0.05, 0.08, 0.07, 0.10, 0.09, 0.09, 0.09, 0.11, 0.09, 0.10, 0.09, 0.10, -0.32, 0.84, -0.30, -0.48, -0.45, 0.76, -0.30, -0.30, 0.03, 0.02, 0.03, 0.03, 0.03, 0.02, 0.07, -0.01, 0.06, 0.06, 0.03, 0.01, 0.02, 0.03, 0.02, 0.03, -0.05, -0.29, 0.05, -0.21, -0.08, -0.18, -0.20, -0.17, -0.07, 0.06, 0.07, 0.08, 0.08, 0.08, 0.05, 0.08, 0.09, -0.05, -0.01, -0.66, 0.05, 0.09, 0.08, 0.10, -0.50]
}

=====

{
  "formula": "C6H8ClO2P",
  "method": "wB97M-V/def2-TZVPD",
  "gap_ev": [6.51, 6.51],
  "e_above_lowest_kcal_mol": 16.46,
  "multiplicity": 1,
  "symbols": ["C", "C", "C", "C", "C", "C", "O", "O", "P", "Cl", "H", "H", "H", "H", "H", "H", "H", "H"],
  "positions_angstrom": [[-1.58510, -1.06318, -0.34228], [-1.99605, 0.05900, -0.82078], [-0.55998, -1.57681, 0.42786], [-0.94724, 1.16061, -0.79626], [0.23940, -0.26071, 0.91912], [0.44648, 0.60744, -0.34113], [-4.27802, -1.64371, -0.36432], [-3.15739, 0.50631, -1.18512], [-4.60573, -0.21101, -0.60488], [-4.22358, 0.57972, 1.38389], [-0.88724, -2.12198, 1.36007], [0.08535, -2.15122, -0.18715], [-0.94218, 1.71325, -1.72374], [-1.32216, 2.04763, -0.19739], [-0.59022, 0.46486, 1.44370], [1.11457, -0.48269, 1.51600], [0.94176, 0.08764, -1.11711], [1.16091, 1.39665, -0.10461]],
  "lowdin_charge": [0.15, -0.44, -0.13, -0.08, -0.11, -0.19, -0.49, -0.30, 0.47, 0.08, 0.17, 0.11, 0.12, 0.15, 0.17, 0.11, 0.10, 0.11]
}

=====

{
  "formula": "C33H47N7SSeSiTl",
  "method": "wB97M-V/def2-TZVPD",
  "gap_ev": 8.27,
  "e_above_lowest_kcal_mol": 0.00,
  "multiplicity": 1,
  "total_charge": 1,
  "symbols": ["Tl", "C", "C", "N", "C", "C", "S", "C", "C", "N", "H", "H", "H", "H", "H", "H", "H", "H", "H", "H", "H", "H", "H", "H", "C", "Si", "C", "N", "C", "C", "C", "C", "C", "C", "C", "C", "C", "C", "C", "C", "C", "C", "C", "C", "C", "H", "H", "H", "H", "H", "H", "H", "H", "H", "H", "H", "H", "H", "H", "H", "H", "H", "H", "H", "H", "H", "H", "H", "H", "N", "C", "N", "N", "C", "N", "H", "H", "H", "H", "Se", "C", "C", "C", "C", "C", "C", "H", "H", "H", "H", "H"],
  "positions_angstrom": [[-0.27293, -1.15361, 0.42928], [0.65729, -0.99212, 4.02291], [-0.80835, -1.21033, 4.40212], [-1.70697, -1.05933, 3.27255], [-2.89079, -1.89817, 3.26872], [-2.55138, -3.38656, 3.16345], [-1.22262, -3.80942, 2.00119], [0.21851, -3.99325, 3.09708], [1.39863, -3.05521, 2.84983], [1.07345, -1.62773, 2.76773], [1.27277, -1.35556, 4.85829], [0.85300, 0.07934, 3.92978], [-1.05056, -0.51874, 5.21847], [-0.92737, -2.20761, 4.81881], [-1.97732, -0.09066, 3.16937], [-3.48037, -1.60299, 2.39761], [-3.52410, -1.76357, 4.15785], [-3.43218, -3.93115, 2.82397], [-2.28246, -3.80951, 4.13138], [0.58229, -5.01091, 2.94997], [-0.13814, -3.93550, 4.12176], [1.85991, -3.33076, 1.90458], [2.12885, -3.24978, 3.64961], [1.89833, -1.14351, 2.43403], [-0.82444, 0.80162, 1.12689], [-0.42354, 2.24801, 0.01655], [0.46646, 1.67989, -1.54176], [1.27910, 0.46853, -1.40130], [1.71977, -0.02445, -2.73664], [3.23462, -0.05564, -2.89486], [3.81810, 1.28535, -2.45746], [3.50978, 1.55836, -0.97169], [2.40190, 0.63053, -0.47232], [0.62450, 3.49166, 0.94999], [0.65592, 4.81708, 0.50669], [1.41768, 5.77659, 1.15743], [2.16209, 5.42960, 2.27528], [2.14329, 4.12218, 2.73782], [1.37982, 3.16840, 2.07970], [-2.02260, 3.07598, -0.48731], [-2.85736, 3.56216, 0.52622], [-4.07732, 4.14933, 0.23490], [-4.48801, 4.26936, -1.08670], [-3.67314, 3.80621, -2.10657], [-2.45268, 3.21306, -1.80688], [-1.90366, 0.65747, 1.19211], [-0.38798, 0.85417, 2.12057], [1.06196, 2.52825, -1.91727], [-0.28781, 1.47481, -2.30453], [1.32079, 0.65415, -3.49479], [1.27785, -1.00408, -2.91433], [3.47003, -0.25830, -3.94091], [3.66758, -0.87536, -2.31930], [3.37316, 2.06947, -3.07658], [4.89201, 1.31965, -2.63934], [3.22096, 2.60034, -0.81784], [4.39513, 1.39218, -0.35385], [2.01255, 1.00103, 0.47918], [2.81409, -0.36774, -0.28324], [0.06865, 5.10939, -0.35725], [1.42568, 6.79656, 0.79650], [2.75111, 6.17809, 2.78853], [2.71962, 3.84859, 3.61208], [1.37984, 2.15362, 2.46403], [-2.54331, 3.49057, 1.56264], [-4.70524, 4.52116, 1.03395], [-5.43967, 4.72947, -1.31831], [-3.98222, 3.91309, -3.13813], [-1.83411, 2.86291, -2.62395], [-5.54637, -1.19712, -4.24261], [-4.78872, -1.52533, -3.18785], [-4.99934, -2.71350, -2.59209], [-3.88508, -0.65259, -2.79159], [-3.14172, -0.95796, -1.76476], [-2.45601, -1.18784, -0.85789], [-6.28784, -1.78335, -4.57777], [-5.41166, -0.28964, -4.65200], [-5.61885, -3.39891, -2.98530], [-4.37590, -3.01012, -1.85907], [0.48353, -3.38780, -0.58216], [2.07899, -3.35692, -1.64881], [3.32156, -3.48663, -1.03410], [4.46921, -3.64110, -1.79914], [4.38217, -3.66881, -3.18280], [3.14472, -3.54049, -3.79987], [1.99694, -3.38526, -3.03723], [3.38806, -3.47389, 0.04645], [5.43004, -3.74706, -1.31259], [5.27457, -3.80164, -3.77972], [3.07205, -3.56442, -4.87915], [1.03123, -3.29632, -3.51823]],
  "lowdin_charge": [0.70, -0.18, -0.19, -0.11, -0.27, -0.44, 0.80, -0.43, -0.29, -0.12, 0.13, 0.11, 0.13, 0.10, 0.09, 0.12, 0.12, 0.08, 0.07, 0.08, 0.07, 0.05, 0.13, 0.10, -0.33, 0.62, -0.23, -0.23, -0.16, -0.18, -0.17, -0.15, -0.22, -0.25, -0.09, -0.07, -0.08, -0.08, -0.11, -0.25, -0.10, -0.08, -0.08, -0.08, -0.09, 0.00, -0.02, 0.10, 0.08, 0.12, 0.09, 0.12, 0.10, 0.11, 0.11, 0.10, 0.12, 0.08, 0.11, 0.11, 0.11, 0.11, 0.10, 0.08, 0.11, 0.11, 0.10, 0.10, 0.09, 0.18, -0.49, 0.19, 0.12, -0.32, 0.11, 0.12, 0.12, 0.12, 0.11, 0.70, -0.62, -0.13, -0.08, -0.08, -0.08, -0.15, 0.09, 0.11, 0.11, 0.11, 0.10]
}

=====

{
  "formula": "CH4IP",
  "method": "wB97M-V/def2-TZVPD",
  "gap_ev": [7.27, 6.75],
  "e_above_lowest_kcal_mol": 88.58,
  "multiplicity": 3,
  "symbols": ["C", "P", "I", "H", "H", "H", "H"],
  "positions_angstrom": [[0.23808, 0.45296, 0.17104], [-0.58326, -1.23001, 0.02123], [2.37506, -0.01384, 0.10856], [0.18232, 1.08299, -0.72417], [-0.15884, 1.33085, 1.68965], [-1.86435, -0.60431, 0.02593], [-0.18902, -1.01864, -1.29223]],
  "lowdin_charge": [-1.01, 0.62, 0.60, -0.05, 0.09, -0.12, -0.13]
}

=====

{
  "formula": "C6H19Br2CuN5O3",
  "method": "wB97M-V/def2-TZVPD",
  "gap_ev": [7.70, 6.56],
  "e_above_lowest_kcal_mol": 10.18,
  "multiplicity": 2,
  "symbols": ["Cu", "Br", "Br", "C", "O", "N", "N", "H", "H", "H", "H", "C", "O", "N", "N", "H", "H", "H", "H", "C", "C", "C", "O", "C", "N", "H", "H", "H", "H", "H", "H", "H", "H", "H", "H", "H"],
  "positions_angstrom": [[-0.99912, 0.42058, 0.85239], [-1.87364, 2.73209, 1.89734], [-2.91252, -1.17813, 1.57920], [0.36425, -2.04173, -1.39693], [0.11637, -1.54483, -0.29352], [0.66463, -1.26943, -2.48378], [0.20904, -3.36391, -1.62871], [0.73571, -1.67186, -3.39524], [0.72745, -0.28407, -2.32806], [0.39054, -3.76556, -2.52628], [-0.04646, -3.96006, -0.86343], [-2.76895, 0.46842, -2.00026], [-1.89694, 0.40207, -1.13881], [-2.60062, 1.15720, -3.17187], [-3.96657, -0.15463, -1.85573], [-3.39092, 1.33571, -3.75991], [-1.76865, 1.67900, -3.35895], [-4.62280, -0.15169, -2.60958], [-4.07909, -0.80750, -1.09562], [3.34968, 1.49231, 0.70526], [2.03107, 0.71839, 0.84312], [1.67904, 0.58329, 2.31747], [0.41821, -0.01976, 2.40063], [0.02260, -0.45744, 3.69811], [0.90961, 1.44428, 0.17088], [3.27333, 2.55655, 0.91457], [3.76359, 1.36082, -0.30097], [4.11538, 0.98955, 1.30357], [2.10604, -0.24478, 0.34405], [1.72373, 1.55675, 2.82444], [2.38962, -0.09211, 2.81741], [0.37546, 0.24730, 4.45001], [0.42122, -1.46184, 3.85035], [-1.06123, -0.51804, 3.73364], [1.08722, 1.41104, -0.83391], [1.11374, 2.43202, 0.33909]],
  "lowdin_charge": [0.11, -0.23, -0.02, -0.64, -0.02, 0.17, 0.17, 0.10, 0.08, 0.10, 0.12, -0.62, -0.08, 0.16, 0.18, 0.09, 0.10, 0.10, 0.06, -0.05, -0.39, -0.20, -0.32, -0.07, 0.04, 0.08, 0.08, 0.08, 0.13, 0.14, 0.14, 0.10, 0.10, 0.04, 0.09, 0.09]
}

=====

{
  "formula": "C24H28AuBrNOS",
  "method": "wB97M-V/def2-TZVPD",
  "gap_ev": 6.05,
  "e_above_lowest_kcal_mol": 0.00,
  "multiplicity": 1,
  "total_charge": 1,
  "symbols": ["Au", "C", "C", "C", "C", "C", "C", "C", "Br", "C", "O", "C", "C", "C", "C", "C", "C", "H", "H", "H", "H", "H", "H", "H", "H", "H", "H", "H", "H", "H", "H", "H", "H", "H", "H", "H", "H", "C", "C", "C", "C", "C", "C", "C", "C", "C", "S", "C", "N", "H", "H", "H", "H", "H", "H", "H", "H"],
  "positions_angstrom": [[-0.13521, 2.16262, -0.45262], [3.05926, -4.45456, -1.23174], [1.61877, -4.54992, -0.73031], [1.63219, -5.15653, 0.67973], [0.83341, -5.46804, -1.67746], [0.94080, -3.18269, -0.68293], [1.58830, -2.01458, -1.04243], [0.87667, -0.83306, -0.95867], [1.77474, 0.79427, -1.46849], [-0.43727, -0.70980, -0.54923], [-1.10779, 0.46250, -0.58696], [-1.10254, -1.89440, -0.15798], [-0.38572, -3.07770, -0.24983], [-2.55100, -1.86496, 0.33776], [-2.64133, -1.00067, 1.60472], [-3.47916, -1.31607, -0.75688], [-3.05030, -3.26602, 0.70038], [3.50033, -5.45127, -1.25544], [3.67751, -3.83865, -0.57511], [3.10964, -4.04948, -2.24466], [2.11342, -6.13567, 0.65879], [0.62373, -5.29070, 1.07272], [2.18430, -4.51940, 1.37300], [1.30687, -6.45024, -1.71989], [0.80881, -5.05669, -2.68808], [-0.19534, -5.60958, -1.34439], [2.61742, -2.00827, -1.37040], [-0.88532, -3.98985, 0.03968], [-2.31740, 0.02198, 1.42514], [-2.02697, -1.42489, 2.40139], [-3.67478, -0.97278, 1.95535], [-3.23283, -0.29311, -1.03117], [-4.51041, -1.33564, -0.39986], [-3.42353, -1.93677, -1.65334], [-2.46211, -3.71754, 1.50143], [-3.04724, -3.93708, -0.16047], [-4.07942, -3.18962, 1.05251], [2.10378, 3.91935, -2.20910], [1.61598, 4.59306, -0.96641], [2.21720, 5.81103, -0.58777], [1.78250, 6.48725, 0.50983], [0.67674, 6.00156, 1.23911], [0.11902, 6.68885, 2.33915], [-0.98408, 6.18659, 2.96780], [-1.57962, 4.99346, 2.52032], [-1.05316, 4.30586, 1.45549], [-1.86063, 2.87848, 0.82541], [0.10280, 4.78935, 0.81835], [0.63304, 4.07274, -0.24198], [2.44017, 4.67414, -2.91703], [1.32675, 3.32945, -2.68958], [2.96327, 3.28271, -1.98809], [3.02923, 6.18755, -1.19307], [2.25452, 7.41355, 0.81274], [0.57664, 7.61292, 2.66620], [-1.41656, 6.70694, 3.81094], [-2.46809, 4.62001, 3.01345]],
  "lowdin_charge": [0.91, -0.06, -0.56, -0.04, -0.04, -0.15, -0.06, -0.50, 0.94, -0.36, -0.35, -0.07, 0.04, -0.53, -0.03, -0.03, -0.06, 0.09, 0.09, 0.09, 0.09, 0.08, 0.09, 0.09, 0.09, 0.08, 0.10, 0.10, 0.04, 0.09, 0.09, 0.07, 0.09, 0.10, 0.09, 0.09, 0.09, -0.07, -0.28, 0.01, 0.04, -0.14, -0.01, -0.04, -0.07, -0.57, 0.77, -0.22, -0.03, 0.10, 0.05, 0.07, 0.13, 0.14, 0.13, 0.12, 0.12]
}

=====

{
  "formula": "C4H6N2O3S",
  "method": "wB97M-V/def2-TZVPD",
  "gap_ev": 8.38,
  "e_above_lowest_kcal_mol": 36.00,
  "multiplicity": 1,
  "symbols": ["C", "C", "C", "C", "N", "N", "O", "O", "O", "S", "H", "H", "H", "H", "H", "H"],
  "positions_angstrom": [[-1.70921, 0.75065, 0.92490], [-0.54638, 1.26590, 0.43986], [-0.18344, -0.80238, 1.15374], [1.65995, 0.23224, -0.01801], [-1.44285, -0.51046, 1.37090], [0.38698, 0.28013, 0.56520], [-0.01920, 0.61412, -2.23966], [0.11907, -1.69978, -1.45616], [1.84527, -0.79575, -2.95914], [0.77264, -0.57059, -2.03107], [-2.56259, 1.41237, 0.84527], [-0.47469, 2.20345, -0.04586], [0.18003, -1.87576, 1.45973], [2.09155, -0.58713, 0.33350], [1.97738, 1.28430, -0.09795], [-2.09452, -1.20131, 1.75476]],
  "lowdin_charge": [-0.05, -0.05, -0.08, -0.05, 0.08, -0.15, -0.34, -0.33, -0.32, 0.50, 0.13, 0.13, 0.21, 0.03, 0.11, 0.18]
}